Entry 1:
Below is a single C3H6FN3 molecule in a non-equilibrium geometry, with properties calculated with ωB97M-V/def2-TZVPD.

```
! wB97M-V def2-TZVPD RIJCOSX def2/J DEFGRID3
* xyz 0 1
C -1.250 0.198 0.596
H 0.520 -0.580 1.444
H 1.427 -1.453 -0.572
H -1.677 0.489 1.467
C 0.751 0.248 -0.989
F 0.151 1.948 0.977
H 1.478 1.462 -2.294
H -0.580 -2.013 0.969
N -0.656 1.317 -0.006
N 1.436 0.573 -1.927
C -0.196 -0.906 0.776
N 0.557 -0.935 -0.460
H -1.961 -0.347 0.020
*
```

The total energy comes out at -381.88099 a.u. The LUMO energy comes out at 0.76 eV. The relative energy (zero: lowest compared OMol25 entry of this formula, charge and spin) comes out at 4.102 eV. For the HOMO energy, the calculation gives -8.8 eV.

---

Entry 2:
Below is a single C3H6FN3S molecule in a non-equilibrium geometry, with properties calculated with ωB97M-V/def2-TZVPD.

```
! wB97M-V def2-TZVPD RIJCOSX def2/J DEFGRID3
* xyz 0 1
H 2.263 1.252 0.677
H -2.076 1.158 -0.894
F 1.700 -1.811 -0.413
N -0.876 -1.202 -0.344
H -1.328 2.647 -0.517
S -2.507 -1.214 0.136
H -0.455 -2.166 -0.435
H -2.413 -0.781 1.402
N -0.223 1.110 -0.134
C 1.470 -0.521 -0.060
C 0.034 -0.158 -0.151
C 2.434 0.207 0.384
H 3.436 -0.183 0.619
N -1.459 1.662 -0.269
*
```

The total energy comes out at -780.14983 a.u. The LUMO energy comes out at 0.78 eV. The SMILES is C=C(F)/C(=N/N)NS. The relative energy (zero: lowest compared OMol25 entry of this formula, charge and spin) comes out at 0.876 eV. For the HOMO energy, the calculation gives -8.0 eV.

---

Entry 3:
Below is a single C3H6FNO molecule in a non-equilibrium geometry, with properties calculated with ωB97M-V/def2-TZVPD.

```
! wB97M-V def2-TZVPD RIJCOSX def2/J DEFGRID3
* xyz 0 1
O -1.095 -0.785 1.644
C -0.072 -0.194 0.870
H -1.210 0.216 -0.974
N 0.377 1.585 -0.995
H 0.681 0.176 1.527
H 1.300 1.623 -0.577
H -1.416 -1.624 1.331
C -0.245 0.434 -0.515
H 1.509 -0.898 -0.603
C 0.446 -0.872 -0.357
F -0.155 -2.018 -0.807
H -0.119 2.356 -0.544
*
```

The total energy comes out at -347.70603 a.u. The LUMO energy comes out at 0.96 eV. The SMILES is N[C@@H]1[C@@H](O)[C@H]1F. The relative energy (zero: lowest compared OMol25 entry of this formula, charge and spin) comes out at 2.232 eV. For the HOMO energy, the calculation gives -9.2 eV.

---

Entry 4:
Below is a single C3H6FNO2 molecule in a non-equilibrium geometry, with properties calculated with ωB97M-V/def2-TZVPD.

```
! wB97M-V def2-TZVPD RIJCOSX def2/J DEFGRID3
* xyz 0 1
H -0.122 -0.496 -1.723
N -0.029 0.337 1.422
H -0.511 2.548 0.024
F -0.545 1.569 -1.872
H -1.209 -1.423 -0.327
H 1.072 -2.311 0.471
O 0.622 -0.613 2.112
C -0.075 -1.053 -0.702
H 0.696 -0.228 2.915
O 1.043 -1.948 -0.514
H -2.023 1.629 -0.372
C -0.841 1.534 -0.564
C -0.104 0.235 0.121
*
```

The total energy comes out at -422.85552 a.u. The LUMO energy comes out at 0.60 eV. The SMILES is OC/C(CF)=N\O. The relative energy (zero: lowest compared OMol25 entry of this formula, charge and spin) comes out at 4.809 eV. For the HOMO energy, the calculation gives -9.6 eV.

---

Entry 5:
Below is 2 unconnected molecules or ions with the total composition C3H6FNO2P in a non-equilibrium geometry, with properties calculated with ωB97M-V/def2-TZVPD.

```
! wB97M-V def2-TZVPD RIJCOSX def2/J DEFGRID3
* xyz -1 1
H 1.922 -1.179 -2.259
C 1.288 -0.590 -1.578
C 0.478 -1.338 -0.493
O -2.716 0.758 2.456
C -0.026 -0.154 0.319
H 0.436 -0.130 -2.232
H 1.731 0.341 -1.051
H 1.238 -1.908 -0.044
O -2.278 2.633 0.761
H 0.676 0.396 1.088
N -1.264 0.100 0.457
H -0.341 -1.845 -0.988
F 0.827 1.594 2.216
P -1.969 1.322 1.350
*
```

The total energy comes out at -764.43762 a.u. The LUMO energy comes out at 3.45 eV. The relative energy (zero: lowest compared OMol25 entry of this formula, charge and spin) comes out at 2.479 eV. For the HOMO energy, the calculation gives -5.2 eV.

---

Entry 6:
Below is a single C3H6FNO2S molecule in a non-equilibrium geometry, with properties calculated with ωB97M-V/def2-TZVPD.

```
! wB97M-V def2-TZVPD RIJCOSX def2/J DEFGRID3
* xyz 0 1
H 1.940 1.348 -1.441
C -1.612 0.191 -0.235
H -0.924 0.690 1.747
F -0.240 -1.948 -0.124
C -1.275 -0.179 1.228
H 2.166 -0.339 -2.018
C -0.416 -0.609 0.155
N 1.617 0.376 -1.514
S 1.209 0.050 0.153
H -1.835 -0.994 1.680
O 1.118 1.354 0.702
H -1.444 1.227 -0.486
O 2.153 -0.833 0.695
H -2.458 -0.334 -0.541
*
```

The total energy comes out at -821.12871 a.u. The LUMO energy comes out at 0.73 eV. The SMILES is NS(=O)(=O)C1(F)CC1. The relative energy (zero: lowest compared OMol25 entry of this formula, charge and spin) comes out at 0.000 eV. For the HOMO energy, the calculation gives -10.7 eV.